Computed, not measured: a 11-piece molecular cluster, C44H110O22 overall at a distorted geometry, with ωB97M-V/def2-TZVPD.

- HOMO: -9.17 eV
- SMILES: COCCOC.COCCOC.COCCOC.COCCOC.COCCOC.COCCOC.COCCOC.COCCOC.COCCOC.COCCOC.COCCOC
- Calculated total energy: -92440.0046 eV
- Relative energy (zero: lowest compared OMol25 entry of this formula, charge and spin): 65.9 kcal per mole

Positions of all 176 atoms, in Å:
O: -7.1661 -8.9375 -16.8799
O: -9.1494 -1.6141 -19.1150
O: -6.8610 -7.2889 -21.3062
O: -11.0913 -12.0585 -19.6730
O: -12.4694 -2.0779 -23.1081
O: -12.8600 -6.2623 -11.1542
O: -1.9970 -5.7999 -16.7155
O: -5.1012 -9.6829 -20.3228
O: -11.9079 -4.1818 -21.0667
O: -8.2015 -9.6508 -12.7836
O: -13.0139 -10.6995 -21.6561
O: -9.2596 -8.4954 -9.9885
O: -7.8268 -14.3866 -18.0431
O: -9.9217 -7.7883 -17.0508
O: -6.7873 -3.2193 -18.3071
O: -2.9923 -4.3289 -19.0216
O: -7.3672 -14.2328 -20.7370
O: -15.0349 -1.6284 -17.4090
O: -5.3393 -4.8727 -12.8177
O: -10.1319 -5.3094 -12.6659
O: -12.1000 -1.8456 -16.6590
O: -5.3401 -2.3034 -11.3014
C: -6.2201 -4.7356 -13.9360
C: -9.4352 -8.6114 -16.0157
C: -13.1505 -11.8675 -20.8813
C: -7.3139 -4.5286 -18.3763
C: -7.9960 -8.9779 -10.3795
C: -4.2823 -3.2470 -11.3916
C: -4.4981 -10.2059 -19.1576
C: -14.0067 -0.7186 -17.7231
C: -9.8093 -9.1241 -8.8373
C: -11.4860 -4.2479 -22.4094
C: -9.7904 -12.6144 -19.5457
C: -12.3928 -3.4533 -23.3652
C: -12.6954 -3.0685 -16.2995
C: -7.0456 -8.7055 -21.3118
C: -12.8931 -0.6878 -16.6771
C: -4.2372 -3.9683 -12.7413
C: -3.2969 -5.6751 -18.7703
C: -6.4689 -8.6054 -15.6989
C: -13.3450 -1.7008 -22.0622
C: -5.5261 -6.9310 -21.6438
C: -8.4444 -9.5597 -16.6198
C: -10.6988 -5.0691 -11.4075
C: -11.8893 -12.6640 -20.6661
C: -3.0154 -6.1007 -15.7786
C: -8.9759 -2.1474 -17.8124
C: -11.4692 -6.2896 -10.8937
C: -16.1313 -1.4735 -18.3069
C: -9.3789 -4.2373 -13.1887
C: -3.7243 -3.7310 -20.0779
C: -9.6234 -9.5953 -12.8675
C: -13.0784 -6.6481 -12.5040
C: -6.3626 -14.8214 -19.9207
C: -12.2879 -9.6238 -21.0956
C: -9.7931 -6.4156 -16.7386
C: -6.5222 -9.5531 -20.1816
C: -10.5051 -1.4370 -19.4424
C: -7.9780 -14.3038 -16.6606
C: -5.6164 -1.9086 -9.9751
C: -7.5086 -2.2791 -17.4562
C: -7.6968 -8.6958 -11.8491
C: -7.6727 -14.9767 -21.8910
C: -11.1836 -4.9848 -20.1567
C: -6.4992 -14.2100 -18.5248
C: -2.1168 -6.3366 -18.0108
H: -6.6399 -8.9824 -11.8491
H: -9.4692 -3.1158 -17.7067
H: -13.4266 -3.4258 -17.0266
H: -10.4629 -3.8810 -22.5611
H: -6.1571 -0.9650 -10.0504
H: -13.5659 -11.7381 -19.8723
H: -9.0199 -8.1105 -15.1378
H: -8.8445 -9.9010 -17.5735
H: -10.8776 -0.4297 -19.2401
H: -11.4583 -4.2737 -11.4243
H: -7.8735 -7.6831 -12.2115
H: -6.4760 -9.4409 -14.9920
H: -8.4487 -4.0768 -12.6418
H: -9.3431 -12.1865 -18.6546
H: -4.0313 -5.9364 -16.1411
H: -4.8674 -1.7378 -9.1940
H: -14.3546 0.3100 -17.8649
H: -11.0942 -2.2071 -18.9339
H: -5.8603 -14.8587 -17.9159
H: -13.8916 -12.4354 -21.4437
H: -9.3009 -1.4355 -17.0448
H: -8.7712 -6.1580 -16.4626
H: -10.7922 -8.6935 -8.6639
H: -6.9111 -7.7548 -15.1659
H: -3.4372 -9.9637 -19.2532
H: -12.3358 0.2182 -16.9340
H: -4.7554 -4.0809 -20.2104
H: -4.2740 -5.7905 -18.2817
H: -3.3490 -2.6852 -11.2912
H: -3.2164 -4.0834 -20.9833
H: -9.9255 -8.6184 -13.2542
H: -11.2596 -6.3959 -9.8243
H: -11.2821 -9.9866 -20.8649
H: -6.7395 -9.0296 -19.2388
H: -2.7778 -5.4685 -14.9272
H: -10.1301 -4.7589 -19.9640
H: -6.6983 -15.8574 -19.8103
H: -6.8292 -15.1389 -22.5613
H: -7.3773 -14.9714 -16.0297
H: -5.7498 -5.1467 -14.8303
H: -5.1669 -6.0239 -21.1673
H: -13.2997 -0.6311 -21.8574
H: -4.3293 -3.2532 -13.5598
H: -11.9787 -3.6377 -24.3546
H: -16.1669 -0.4636 -18.7149
H: -6.6080 -4.9974 -19.0637
H: -4.3749 -4.0357 -10.6399
H: -8.6091 -14.6856 -22.3669
H: -10.3171 -9.1599 -15.6590
H: -13.4681 -0.9975 -18.6393
H: -1.1312 -6.3577 -18.4712
H: -9.2817 -12.5366 -20.5092
H: -3.5384 -6.2700 -19.6648
H: -7.7907 -13.3055 -16.2432
H: -8.2234 -10.4211 -15.9805
H: -5.3495 -14.6848 -20.2990
H: -5.4717 -6.8150 -22.7358
H: -3.7999 -2.6567 -19.9431
H: -6.5119 -3.6854 -13.9951
H: -4.8073 -7.7408 -21.5103
H: -11.2403 -6.0380 -20.4492
H: -14.1441 -6.5832 -12.7183
H: -16.0892 -2.2563 -19.0673
H: -10.4979 -6.0943 -15.9619
H: -7.1958 -8.5523 -9.7627
H: -6.2854 -13.1417 -18.4623
H: -7.9149 -10.0608 -10.2179
H: -7.0084 -10.5074 -19.9518
H: -2.3386 -7.4159 -18.0162
H: -12.7377 -7.6170 -12.8837
H: -6.2803 -2.6628 -9.5359
H: -4.9327 -9.7466 -18.2664
H: -9.1524 -8.9867 -7.9757
H: -4.5186 -11.2987 -19.0694
H: -13.0571 -2.1827 -21.1260
H: -12.7297 -9.2750 -20.1570
H: -9.8902 -4.7622 -10.7319
H: -9.8271 -10.3122 -13.6665
H: -12.5868 -5.9522 -13.1926
H: -10.0806 -9.9059 -11.9289
H: -8.0215 -15.9600 -21.5258
H: -13.2568 -0.3729 -15.6907
H: -3.2955 -4.5163 -12.7216
H: -10.6562 -1.7185 -20.4886
H: -11.3127 -12.7524 -21.5940
H: -13.1028 -3.1825 -15.2908
H: -17.0889 -1.6294 -17.8052
H: -13.4138 -3.8464 -23.2968
H: -6.6178 -8.9765 -22.2850
H: -11.0493 -7.2590 -11.1827
H: -7.0549 -5.3420 -13.5970
H: -9.9223 -10.1846 -9.0832
H: -6.9492 -1.3515 -17.5017
H: -12.2178 -13.6304 -20.2599
H: -5.4548 -8.3040 -15.9580
H: -10.1009 -5.7785 -17.5690
H: -9.0165 -14.5589 -16.4464
H: -7.1526 -5.0756 -17.4406
H: -7.4324 -2.8577 -16.5295
H: -9.2709 -4.3810 -14.2609
H: -9.8361 -13.6948 -19.3676
H: -9.9729 -3.3240 -13.0440
H: -11.4130 -5.2937 -22.7343
H: -11.7107 -4.8390 -19.2131
H: -8.1221 -8.8805 -21.3800
H: -2.9080 -7.1491 -15.4805
H: -14.3601 -1.9200 -22.4059
H: -8.3253 -4.6254 -18.7657
H: -11.8610 -3.7759 -16.3373
H: -12.1995 -8.7883 -21.7861

Computed, not measured: a 8-piece molecular cluster, C44H111N7OS overall at a distorted geometry, with ωB97M-V/def2-TZVPD.

- HOMO: -7.90 eV
- Calculated total energy: -70736.3984 eV

Positions of all 164 atoms, in Å:
S: -1.8512 -3.9004 23.8371
O: -0.7962 -2.8545 23.5402
N: -1.0939 -13.6375 18.5316
N: -4.5839 -7.1201 19.1753
N: -7.6679 -0.7657 15.8619
N: -8.9207 -6.9120 23.5763
N: -9.7728 -6.4367 16.6792
N: 1.3930 -9.4020 23.4654
N: 1.4302 -5.6694 19.0567
C: -3.7370 -8.2550 19.4361
C: -7.5551 -0.6086 14.4172
C: -8.0974 -9.1975 23.9768
C: 3.0402 -11.2493 22.7249
C: 1.8513 -8.1057 18.5917
C: -0.7339 -11.2231 18.5154
C: -1.6203 -5.4317 22.9273
C: -8.4211 0.5434 13.9122
C: -5.1672 -7.2003 17.8301
C: -6.0612 -8.3844 17.5180
C: -7.6287 0.4452 16.6764
C: -6.8485 -1.8364 16.4294
C: -9.3155 -8.2535 24.0242
C: 0.0976 -5.5692 18.4514
C: -8.8681 -7.4682 16.1394
C: -6.4334 -2.9770 15.4971
C: 1.3410 -5.8623 20.4875
C: -0.5885 -4.2373 18.6747
C: 2.7107 -5.6535 21.1734
C: -1.9297 -14.8010 20.6244
C: -11.4634 -4.8161 15.8612
C: -9.2741 -8.0132 14.7739
C: -10.2386 -5.5981 25.2481
C: -3.8087 -5.8667 19.2924
C: -4.5152 -4.5496 18.9292
C: -1.0520 -13.7310 19.9966
C: -7.7453 0.1915 18.1743
C: -0.6508 -14.9040 17.8930
C: -0.1849 -12.5744 18.0705
C: -3.2305 -8.4196 20.8704
C: -0.4927 -10.9639 23.3279
C: -1.1961 -14.9288 16.4645
C: -10.4286 -5.2367 18.7472
C: -7.2665 -5.6839 22.3035
C: 2.1265 -10.0169 22.3566
C: -9.9857 -5.9169 23.8031
C: -1.2408 -4.6272 25.3966
C: 1.4483 -7.6124 25.1044
C: 0.6110 -10.3742 24.2123
C: -10.0282 -5.3274 15.7439
C: -8.3077 -6.8214 22.2744
C: 2.2998 -8.5800 24.2959
C: -9.3654 -6.1225 18.0562
C: 2.2432 -6.6534 18.3297
H: 3.0085 -8.0436 23.6672
H: 3.8060 -11.0503 23.4700
H: 0.6810 -5.2045 21.0547
H: -5.3378 -4.2597 19.5934
H: 0.7723 -8.1592 25.7596
H: -9.7741 -5.0413 23.1891
H: -0.0130 -13.9255 20.3181
H: -10.0152 -5.1197 19.7522
H: 2.2192 -6.4139 17.2689
H: -5.6957 -2.7399 14.7265
H: 0.7886 -7.0898 24.4070
H: -0.6181 -3.8904 19.7149
H: -1.0796 -10.3196 22.6811
H: 2.0329 -8.4136 19.6187
H: -9.4516 -7.0765 18.5790
H: -8.3767 -5.6633 18.1889
H: 0.0330 -3.4448 18.2439
H: -9.6562 -8.1674 25.0520
H: 3.3920 -6.4443 20.8398
H: -10.1583 -8.6599 23.4448
H: -5.8045 -6.3159 17.8209
H: -6.6805 0.9453 16.4164
H: -6.8953 -5.5294 21.2845
H: -11.1791 -5.0663 25.3948
H: -2.6709 -9.3496 20.9770
H: -0.5509 -6.4041 18.7485
H: 0.1104 -9.9470 25.0834
H: 2.8199 -9.2963 21.9299
H: -1.1786 -11.5999 23.9040
H: -1.5903 -4.1912 18.2521
H: -1.4895 -15.0012 21.6073
H: -11.3937 -5.7339 18.7885
H: 2.4776 -12.1458 22.9879
H: -6.3643 -6.0617 22.7931
H: -9.0838 -6.7783 21.4912
H: -5.6813 -9.3679 17.7898
H: -1.1136 -3.8807 26.1734
H: -7.5269 -4.7668 22.8250
H: 1.4011 -10.4130 21.6520
H: -1.8114 -11.1037 18.4007
H: 2.8759 -9.2550 24.9439
H: -5.8793 -1.3424 16.6284
H: -7.9813 1.4987 14.2011
H: 0.8029 -12.6990 18.5405
H: -2.4842 -7.6368 21.0497
H: -2.9410 -14.4859 20.8808
H: -10.2760 -6.4453 25.9339
H: -4.0078 -8.3570 21.6303
H: -0.2687 -5.0405 25.1277
H: -7.3581 -3.2857 14.9966
H: -7.8232 -1.5536 13.9469
H: -5.9530 -3.8357 15.9655
H: -7.7222 -7.7041 22.0211
H: -6.9286 -0.3780 18.6168
H: -9.4351 0.5254 14.3093
H: -10.8613 -6.3910 23.3230
H: -2.9411 -5.9629 18.6206
H: -2.2573 -15.1566 16.4882
H: -3.4655 -5.8659 20.3251
H: -9.1736 -7.3923 13.8909
H: -10.2164 -8.5606 14.8238
H: 3.2264 -4.7697 20.7916
H: -9.4124 -5.0031 25.6480
H: -7.9326 -9.7048 23.0290
H: -7.8851 -6.9874 16.2325
H: -9.3451 -4.4886 15.9356
H: -1.2574 -12.7722 20.4741
H: -8.5980 -8.8675 14.6200
H: -0.6969 -15.7177 15.8902
H: -12.2431 -5.5777 15.9334
H: -10.4927 -4.2883 18.2236
H: -1.0633 -15.7580 18.4284
H: -0.2140 -10.3992 18.0163
H: 3.4912 -11.5436 21.7723
H: -4.3922 -7.1036 17.0512
H: -0.9699 -14.0334 15.8900
H: -8.2576 -9.9864 24.7164
H: -8.8137 -8.3136 16.8268
H: -0.0766 -11.7926 22.7381
H: -11.7290 -4.4521 14.8589
H: -0.5526 -10.9807 19.5677
H: -8.6823 -0.3002 18.4358
H: -3.7768 -3.7622 19.0850
H: 2.6397 -5.6175 22.2570
H: 0.0158 -12.5494 17.0028
H: -8.4840 1.0615 16.4052
H: -8.4697 0.5308 12.8232
H: -1.9189 -15.7419 20.0846
H: 0.4253 -15.0598 18.0501
H: -1.9009 -5.4353 25.7132
H: -6.9334 -8.2043 18.1552
H: -7.3227 -2.2876 17.2972
H: -5.0114 -4.4945 17.9638
H: 0.7879 -8.2230 18.3576
H: -0.6633 -5.8773 23.2117
H: 2.0089 -6.8464 25.6389
H: -2.8844 -8.3973 18.7510
H: -7.7098 1.1575 18.6826
H: -2.4307 -6.1071 23.2002
H: -6.4944 -0.4526 14.1558
H: 0.2107 -5.5648 17.3643
H: -6.3965 -8.3572 16.4886
H: -7.2212 -8.6301 24.2854
H: -9.9095 -5.5548 14.6885
H: -4.3629 -9.1484 19.3363
H: 0.9942 -6.8842 20.6998
H: 1.2159 -11.1854 24.6348
H: 2.2831 -8.8338 17.9010
H: 3.2786 -6.4831 18.6395
H: -11.6091 -4.0442 16.6084
H: -1.5616 -5.3295 21.8443